[1]
ORCA calculation (ωB97M-V with the def2-TZVPD basis set) on a 3-piece molecular cluster, C28H59BBrN3O7S2 overall.

XYZ file:
```
101
Properties=species:S:1:pos:R:3
H 0.7760 0.5018 -1.7222
C -2.8560 -2.9182 -4.1285
C 4.5186 2.9813 0.2967
H 5.1727 3.5194 0.9797
H 2.9446 -0.0347 -4.5719
H 7.2635 2.9612 -4.1763
C 5.0341 3.2293 -1.1169
H 3.2735 0.9297 0.7819
H -4.5002 -5.1277 0.6092
O 6.3862 2.8794 -1.1240
N -0.8237 0.7335 7.1754
H 1.3275 -2.0743 -2.8141
C 0.3592 1.3658 -2.2364
C -1.4982 -0.1119 8.1448
C -5.5689 -3.1496 -2.9615
H 0.5172 2.2182 -1.5792
C -3.1502 -3.5355 -2.7685
O 5.3292 0.4685 -0.0322
H -3.9258 -5.5592 -0.9961
H -0.1353 0.8612 5.2403
H 2.8001 3.1530 -6.4718
H -3.6249 -3.0895 -0.2238
H -2.8058 -1.8295 -4.0689
H -6.6901 -4.4353 -4.2892
H 4.4198 0.6774 -3.9208
H 0.8997 0.6498 -4.1492
H 0.3205 2.4312 8.9859
C -1.8945 1.6940 -1.1375
H -3.3638 -0.4559 9.1832
C 3.0245 2.4477 -2.1872
C 1.0687 1.5621 -3.5685
C -2.2202 0.4002 5.0486
H -5.6522 -5.3236 -0.6994
C -0.7073 2.6782 8.7171
C -1.0417 2.1610 7.3263
H 2.2031 1.5583 -6.0382
H -1.8085 -0.7674 -0.0430
C -5.9832 -4.5395 -3.4639
H -2.3256 -3.2905 -2.0921
S 4.5802 1.2902 0.8741
H -2.9083 1.2967 -1.1313
O 7.1245 3.3971 -3.3277
H -3.5251 -0.5662 7.4382
H -1.4869 1.7946 -3.2223
O 2.9906 2.7415 -4.5016
H 3.5113 3.3716 0.4401
C -4.5049 -3.4593 -0.7601
N -1.2339 1.2781 0.0848
H -3.3765 1.0121 8.2138
O 4.9154 1.3157 2.2680
H -2.0705 2.4665 7.0750
H -1.0810 0.1080 9.1299
H 4.9339 4.2905 -1.3524
C 2.5997 1.7952 -3.5129
H -1.9827 2.7770 -1.1835
H -5.3545 -2.9224 -0.3299
H 0.5448 1.4744 2.8003
H -6.4745 -5.1294 -2.6919
C -0.5473 -0.1018 1.6716
C 2.3814 -2.1039 -3.0845
H -2.9291 -0.3670 5.3600
C -0.0569 1.1871 1.9556
H -3.1383 -4.6318 -2.8780
H -0.3909 2.6627 6.6047
C -3.0279 -0.0213 8.2395
H -0.8162 3.7633 8.7403
B 6.8981 2.4614 -2.3540
H 3.9638 1.8802 -6.1191
H -0.3370 3.0717 0.8157
H 2.2327 -4.1468 -2.3391
H -0.5453 -0.7510 5.7609
H 2.6291 1.8845 -1.3448
H 3.5838 -3.2411 -1.6877
Br 2.2659 4.2668 -2.0772
O 4.4116 2.4657 -2.1267
H 7.0093 0.6311 -1.7817
C 2.9995 -3.4175 -2.5891
H -1.3704 2.2697 9.4800
C 3.3709 0.4833 -3.7179
H 3.6752 -3.8437 -3.3258
S 3.2435 -0.6905 -2.3320
C -4.6563 -4.9552 -0.4573
H -5.4423 -2.4960 -3.8276
H -6.3907 -2.7097 -2.3913
H -3.5953 -3.1872 -4.8831
H -5.1304 -5.1095 -3.8353
C -1.2674 -0.0182 0.5073
O 7.2211 1.1575 -2.5667
C -0.8858 0.2880 5.7942
H -1.4124 0.1493 -2.5799
H -2.6878 1.3761 5.1852
H -0.4140 -1.0015 2.2472
H -2.0496 0.2679 3.9794
C -0.5020 2.0176 0.9555
H 0.6192 2.3718 -4.1409
C 2.9902 2.2870 -5.8417
C -1.1538 1.1879 -2.3776
H -1.8899 -3.2829 -4.4814
N -4.3684 -3.0474 -2.1483
H -1.2081 -1.1451 7.9380
H 2.4543 -2.0133 -4.1644
```

## Properties
Orbital gap ... 8.3 eV
SMILES string ... CCSC[C@](CCCCn1cccc1)(OC)[C@H](Br)O[C@@H](C[SH](=O)=O)OB(O)O.CCN(CC)CC.CCN(CC)CC
LUMO energy ... 0.324 eV
Net charge ... 0

---

[2]
ORCA calculation (ωB97M-V with the def2-TZVPD basis set) on a 3-piece molecular cluster, C28H59BN5O12S overall at a distorted geometry.

XYZ file:
```
106
Properties=species:S:1:pos:R:3
H -5.1180 0.2272 -5.0881
C 2.0672 -0.2638 0.9985
O -0.8765 3.4069 -1.3370
C -0.3402 -0.3210 2.4121
H 6.6167 -7.1205 -1.8951
C 0.4283 -0.5013 0.9870
H 2.4837 -1.8068 -2.1494
C -4.6745 -0.0398 -4.0188
H -6.5851 -0.2134 2.9352
H -9.1049 -1.4368 4.7545
O -3.2698 -0.4297 -4.2274
H 5.5034 -6.1685 -3.9823
N 5.7458 -5.2256 -2.1467
H -0.5132 1.3047 -3.1944
H -0.1806 1.9003 3.1771
O -3.9331 2.3367 -3.4407
C 2.4488 3.2110 2.5950
H 0.2440 -0.7607 3.3547
H 2.4349 3.0787 -0.5813
N 4.5714 2.3970 -1.9481
C -7.4823 -0.2538 2.2963
H 3.5321 4.3986 -2.2182
C 2.2692 1.0147 -2.8367
H 6.8360 -5.9728 -0.5410
C 6.0176 -5.2970 -3.5670
H 2.1475 -0.0168 -3.4300
H 7.0962 -5.4011 -3.7161
H -0.4018 -0.5582 -3.4444
S 3.3906 -1.2769 -1.2169
O -7.5468 0.3696 1.2442
H -1.3063 -1.0234 2.3404
H 0.9454 2.4617 0.3766
H -3.6391 -1.3396 -2.3317
N 2.6479 0.0962 -0.3555
H -1.6762 1.0606 4.9509
O 2.5097 0.4500 3.6730
H 3.2329 3.9817 3.0557
O 4.3530 1.5210 -4.2096
C 4.5999 3.8827 -2.2309
H -5.4768 0.4972 1.5259
C -4.8891 1.2798 -3.0661
H 4.4073 -2.8980 3.7628
O 4.3959 -1.9039 3.5268
O 3.1762 2.1225 1.9500
H 6.6870 2.7156 -1.5807
H -10.1744 -0.2203 1.9522
H -7.3437 -1.5657 4.5121
C 4.1671 -1.7863 2.0479
H -2.6020 3.1396 3.3748
N -8.4759 -1.0592 2.8104
C -4.2563 1.9141 2.3808
H 4.8691 -3.3513 -2.3040
H -3.8617 0.1200 1.4647
H 0.2828 -1.6560 0.7096
O 4.8659 -4.0112 -0.3834
H -5.9887 1.7092 -3.1013
H 0.5382 -1.1665 -1.3870
H -2.6365 -0.1035 3.8108
C 1.4332 2.4420 -0.7145
H -3.6679 2.8768 -2.6175
H 1.9804 -1.8525 2.6180
H 5.6697 -4.3966 -4.0809
C -0.9692 1.1858 2.6909
C -0.6337 0.2922 -2.6391
C 5.9454 1.8143 -1.7047
C -9.7142 -1.2056 2.0737
C 6.1393 -6.3350 -1.3030
H 1.6304 0.8005 4.0489
O -0.3183 0.2354 -0.0297
H -3.6611 2.2542 1.4035
H 4.5900 -2.8222 1.6244
H -5.2183 2.6202 2.4004
C 3.7755 1.6504 -2.9821
C 2.6077 -1.7292 1.6056
H 4.8753 -0.9727 1.5498
H -5.3592 -0.9141 -3.6068
H -10.4022 -1.8708 2.6025
H 5.2123 4.3949 -1.3590
B 2.5642 0.7848 2.2196
H 5.8794 1.1421 -0.7486
H -4.6241 0.9683 -1.9445
N -4.6114 0.4498 2.1439
H -3.7876 2.4351 4.6594
H -9.4929 -1.6154 1.0837
H 5.1809 4.1451 -3.2366
H 1.7249 2.9171 3.4603
H 2.2221 -2.6539 0.9610
H 6.3603 1.1503 -2.5787
C -8.3216 -1.7651 4.0651
C 5.1251 -4.1361 -1.5738
C 1.7105 0.9115 -1.2713
C 0.3288 0.0094 -1.3630
C -2.1318 0.9517 3.8713
O 0.9415 4.2153 -2.7176
H 1.8144 3.8547 1.8191
H -2.0496 -1.9513 -3.1383
C 0.4294 3.3642 -1.6121
H 3.4809 0.7447 -0.2126
H -8.4200 -2.8389 3.8815
H 1.5916 1.7482 -3.4959
H -1.5458 1.6425 1.7824
H 1.2843 5.0928 -2.3765
H 5.2511 -6.7364 -0.8059
C -3.2461 2.1719 3.6458
O -2.0400 0.0697 -2.1808
C -2.6919 -0.9882 -2.9678
```

## Properties
Orbital gap ... 7.6 eV
LUMO energy ... -3.146 eV
Net charge ... +1

---

[3]
ORCA calculation (ωB97M-V with the def2-TZVPD basis set) on a 21-piece molecular cluster, C28H59Cl40FN2O2P overall at a distorted geometry.

XYZ file:
```
133
Properties=species:S:1:pos:R:3
Cl -7.0295 -8.1480 -4.8271
Cl -1.0025 -0.8364 -1.2322
H -3.5189 -5.6934 3.1447
H -3.5007 5.3180 0.9677
C 3.3835 -0.5102 -0.0537
Cl -3.5936 -6.9392 -1.1786
H 6.0184 -0.0136 4.2530
H 3.1434 -7.1480 4.5315
H -0.9903 3.6240 -1.8979
C -3.2532 9.6247 -8.4276
H -1.5472 5.1197 -2.6792
C -8.7440 -3.4270 1.7038
C -0.2102 7.1633 -8.3414
H -3.1829 -0.2769 -1.8916
H 2.2898 -4.5058 1.3577
C -3.4724 -4.8242 3.7901
C -6.4643 -6.1974 7.5671
H -4.2493 -6.2302 -3.3296
C -4.6250 -3.4726 -0.9073
O 4.3700 1.0622 1.5690
Cl 3.1447 -5.2083 3.1807
Cl -4.9548 -2.4880 0.5282
Cl -4.8736 -6.1774 8.3379
H -1.2253 -4.2499 6.4689
H 3.9571 -1.1872 -3.8980
Cl 5.0785 5.0836 -0.7033
H 2.8797 0.4251 -0.2914
C 4.5416 -0.1976 0.9054
Cl -2.8869 -5.3223 5.3830
Cl 3.4478 3.7108 -4.5449
C 4.7091 0.9703 2.9038
C -4.6821 -6.8784 -2.5767
C -7.0412 -6.9785 -6.1521
Cl -5.2787 9.0152 -1.7868
Cl -8.4445 -3.8195 0.0073
H 7.3241 4.6474 -9.7709
H -5.5663 -3.8721 -1.2593
Cl 0.3954 8.7000 -7.7105
H -2.5988 8.9253 -8.9330
Cl 0.5433 4.3987 -3.4929
C -0.6977 4.6022 -2.2511
H 3.8296 -0.8565 -0.9877
H 4.4124 2.9878 0.1209
C 7.5037 -2.3306 5.6998
H -0.2841 2.0466 2.8408
C 3.1964 -2.8994 0.6663
H -4.1851 8.4871 -3.8025
Cl -6.2772 -6.2562 -2.1383
H 7.6509 -2.1283 4.6450
H -2.7558 10.5797 -8.3091
H 4.2170 3.1120 -1.6428
H 0.3554 0.8927 0.9134
H -6.7021 -7.2152 7.2826
H 4.7413 -0.9703 1.6511
H 3.3016 -1.5475 3.3103
H 6.7040 1.5072 3.6051
H 3.7013 -2.8855 1.6306
H 3.9866 -2.9297 -0.0921
Cl 6.2722 6.5270 -8.8249
H -5.2522 5.5286 0.7603
Cl -4.7067 9.8541 -9.4033
H -0.4465 0.3288 3.3517
Cl -4.6532 3.2630 1.0136
Cl -2.4068 -3.6240 3.0365
C 6.1115 0.6254 3.3758
Cl 6.4125 2.5019 -1.0294
C 4.1784 -0.1834 -4.2435
H 4.4785 3.8502 -6.6677
H -6.8842 -7.5061 -7.0851
H -5.7567 9.2647 -4.0784
Cl 5.7669 -2.4706 6.0169
C -5.2209 8.5319 -3.4870
O 3.8860 1.1904 3.6850
C 2.2194 -1.4676 3.3960
C 6.7430 4.8260 -8.8743
H -8.0606 -2.6414 2.0042
H -3.0534 -0.3749 -0.1327
Cl 2.3586 4.8243 -7.0042
H 5.4485 -0.1248 0.2940
Cl 4.7785 0.7772 -2.8758
H -3.9563 -4.2810 -0.6397
H -1.0281 6.8253 -7.7150
H 1.7742 -2.3907 3.7623
Cl -4.1743 5.0049 -1.2677
C -1.1513 -3.4991 7.2551
C -4.3911 4.9310 0.4861
Cl -0.1909 0.6653 9.7651
Cl -0.7942 7.3318 -10.0012
C -2.5720 -0.0375 -1.0412
H 1.9133 0.8098 8.7180
F 1.6396 -1.8537 -0.6715
H -7.1986 -5.8273 8.2722
H -1.7943 -3.7628 8.0873
Cl -2.3455 1.7150 -0.9563
H 1.4222 -0.8733 9.0080
P 1.3471 -1.1358 1.7757
N 2.3525 -4.0502 0.4512
C 0.2426 1.1161 3.0323
Cl 5.3740 -0.2754 -5.5340
Cl -8.4936 -4.8293 2.7509
C 4.8624 3.3373 -0.8012
Cl -3.6440 8.9840 -6.8225
C 3.4348 -6.1149 4.6787
H -8.0011 -6.4763 -6.1653
H 1.9004 1.3125 1.6266
Cl -1.6831 -1.9457 6.6070
Cl -5.7660 -5.7661 -5.9617
H -4.4615 -4.3965 3.9084
H 7.9832 -3.2643 5.9690
N 2.4751 -1.5913 0.4043
H 7.3364 4.6015 -7.9956
C 3.8298 4.4980 -6.0837
Cl 2.4433 0.0887 10.8941
H -4.7966 -7.8802 -2.9718
H 1.9281 -0.7039 4.1132
Cl 5.1334 -6.0439 5.1285
Cl -3.8941 -2.5297 -2.2229
Cl -5.9602 6.9470 -3.7373
H 6.5963 0.0219 2.6000
Cl -0.0926 5.5368 -0.8754
C 1.0172 0.6839 1.7619
H -9.7682 -3.0897 1.8082
H 0.5960 6.4374 -8.3245
H 2.8443 -5.6689 5.4700
H 3.2790 0.2834 -4.6293
Cl -6.4988 -5.1782 6.1223
Cl 5.3269 3.7643 -8.8928
Cl 0.5297 -3.4289 7.8236
H 4.3295 5.4388 -5.8811
Cl 8.2279 -1.0231 6.6360
H 0.9417 1.2640 3.8582
C 1.4597 0.1258 9.4269
H 2.9148 -4.6899 -0.0931
```

## Properties
Orbital gap ... 9.7 eV
LUMO energy ... -2.183 eV
Net charge ... +1